Formula: C4H10S2
Source: the OMol25 dataset
Level of theory: ωB97M-V with the def2-TZVPD basis set

Values from the calculation:
- SMILES = C=CC.CSS
- LUMO (eV) = 0.5
- largest force on an atom (eV Å⁻¹) = 2.05
- molar mass (g/mol) = 122.3
- frontier orbital gap (eV) = 8.856

Bonds (Å) are listed after each position.
Atoms and positions in Å:
1 C -2.58 1.72 1.32  S2 1.823, H4 1.096, H5 1.084, H6 1.091
2 S -0.80 1.86 0.94  C1 1.823, S3 2.090
3 S -0.72 1.73 -1.15  S2 2.090, H7 1.360
4 H -3.10 1.00 0.67  C1 1.096
5 H -2.58 1.40 2.35  C1 1.084
6 H -3.16 2.62 1.13  C1 1.091
7 H -1.80 0.92 -1.20  S3 1.360
8 C 2.46 -0.44 -0.36  C9 1.523, H11 1.083, H12 1.097, H13 1.088
9 C 1.42 -1.51 -0.05  C8 1.523, C10 1.332, H14 1.077
10 C 0.65 -2.08 -0.97  C9 1.332, H15 1.089, H16 1.078
11 H 3.11 -0.68 -1.20  C8 1.083
12 H 3.07 -0.40 0.55  C8 1.097
13 H 2.03 0.56 -0.41  C8 1.088
14 H 1.35 -1.86 0.97  C9 1.077
15 H 0.01 -2.85 -0.55  C10 1.089
16 H 0.63 -1.99 -2.04  C10 1.078

Let us look at the natural (NBO) charges, expressed in e, one per atom: atom 1 (C): -0.74, atom 2 (S): 0.08, atom 3 (S): -0.14, atom 4 (H): 0.22, atom 5 (H): 0.23, atom 6 (H): 0.22, atom 7 (H): 0.13, atom 8 (C): -0.66, atom 9 (C): -0.16, atom 10 (C): -0.41, atom 11 (H): 0.22, atom 12 (H): 0.21, atom 13 (H): 0.22, atom 14 (H): 0.19, atom 15 (H): 0.19, atom 16 (H): 0.20